Record 1
A molecular structure, C10H9BeClINO in a non-equilibrium geometry, computed with ωB97M-V/def2-TZVPD.

Geometry (Å):
Be: 0.3168 -0.2278 -1.6422
C: -0.3397 -1.2144 -3.0403
H: 0.2422 -2.1234 -3.2023
H: -1.3779 -1.4510 -2.8180
H: -0.3119 -0.6094 -3.9571
H: -2.9873 -1.0981 -5.2929
H: -2.7089 -0.6358 -4.7349
Cl: 1.2114 1.2168 4.4775
C: 1.1567 1.2514 2.7781
C: 1.9382 2.1511 2.0646
C: 1.9661 2.1501 0.6630
I: 3.0818 3.6231 -0.2906
C: 1.2392 1.1796 -0.0435
O: 1.3184 0.9296 -1.3366
C: 0.3493 0.3468 0.6894
N: -0.2892 -0.5722 -0.1070
C: -1.1983 -1.3743 0.4929
C: -1.3686 -1.3960 1.8908
C: -0.5907 -0.5863 2.7108
C: 0.2758 0.3457 2.1041
H: 2.5446 2.8635 2.6085
H: -1.7878 -2.0110 -0.1643
H: -2.0764 -2.0984 2.3519
H: -0.6040 -0.6594 3.7982

Computed properties:
Orbital gap, eV: 7.10
Energy, eV: -35079.607
LUMO, Ha: -0.043



Record 2
A molecular structure, C24H8CuF15GeIN2O3S, computed with ωB97M-V/def2-TZVPD.

Geometry (Å):
Cu: 1.4796 -1.6784 0.0868
N: -0.6292 -5.3726 0.0268
C: 0.2607 -4.3881 0.2944
O: 0.0884 -3.2539 -0.1202
C: 1.4446 -4.7506 1.1604
I: 2.8690 -5.8616 0.0218
H: -1.3698 -5.1684 -0.6219
H: -0.4145 -6.3299 0.2392
H: 1.1566 -5.3959 1.9848
H: 1.9733 -3.8676 1.5147
O: 3.7614 -2.8489 2.0945
C: 4.1750 -2.5161 0.9885
C: 5.6482 -2.5667 0.5986
C: 5.6457 -2.1477 -0.8659
C: 4.1723 -1.8748 -1.1624
O: 3.7610 -1.5202 -2.2517
N: 3.4038 -2.0906 -0.0458
H: 6.0172 -3.5781 0.7694
H: 6.2088 -1.8995 1.2536
H: 5.9983 -2.9239 -1.5451
H: 6.2194 -1.2454 -1.0756
F: -2.8560 1.4227 -2.4730
C: -1.6051 1.8868 -2.6461
C: -0.7115 1.9927 -1.5965
C: 0.5364 2.5157 -1.9165
F: 1.4565 2.7145 -0.9701
C: 0.8869 2.8964 -3.1954
F: 2.0921 3.4061 -3.4608
C: -0.0342 2.7583 -4.2140
F: 0.2832 3.1223 -5.4593
C: -1.2875 2.2570 -3.9404
F: -2.1825 2.1380 -4.9298
Ge: -0.9922 1.3851 0.2602
S: 0.5380 0.1643 1.0348
C: -1.1492 3.0200 1.3931
C: -1.3448 2.8519 2.7570
F: -1.6139 1.6440 3.2660
C: -1.3036 3.8967 3.6576
F: -1.5012 3.6930 4.9645
C: -1.0687 5.1771 3.1975
F: -1.0306 6.2006 4.0552
C: -0.8890 5.3947 1.8499
F: -0.6766 6.6378 1.4016
C: -0.9353 4.3210 0.9769
F: -0.7635 4.6316 -0.3200
C: -2.7684 0.5080 0.2525
C: -2.8528 -0.6918 -0.4378
F: -1.8224 -1.1205 -1.1765
C: -3.9766 -1.4895 -0.4332
F: -4.0186 -2.6392 -1.1164
C: -5.0796 -1.0850 0.2925
F: -6.1808 -1.8426 0.3130
C: -5.0442 0.1046 0.9866
F: -6.1216 0.4961 1.6791
C: -3.8963 0.8797 0.9559
F: -3.9561 2.0310 1.6466

Computed properties:
Net charge: -1
Orbital gap, eV: 6.96
Energy, eV: -194997.693
LUMO, Ha: 0.071



Record 3
A single C4H7NO molecule in a non-equilibrium geometry, computed with ωB97M-V/def2-TZVPD.

Geometry (Å):
O: 0.7068 -1.4430 1.1333
C: -0.5207 -0.8738 0.7169
C: -0.2614 0.6076 0.5165
C: 0.6795 0.8687 -0.6704
C: -0.0115 0.7362 -1.9585
N: -0.5866 0.6362 -2.9578
H: 0.5446 -2.3476 1.4175
H: -1.3036 -1.0194 1.4753
H: -0.8749 -1.3231 -0.2255
H: 0.2177 0.9877 1.4250
H: -1.2103 1.1377 0.3804
H: 1.5132 0.1581 -0.6404
H: 1.1072 1.8748 -0.6124

Computed properties:
Structure (SMILES): N#CCCCO
Orbital gap, eV: 11.54
Energy, eV: -7798.617
LUMO, Ha: 0.027



Record 4
2 unconnected molecules or ions with the total composition C4H11O3P in a non-equilibrium geometry, computed with ωB97M-V/def2-TZVPD.

Geometry (Å):
C: -2.8162 0.6488 0.1597
C: 1.7626 -0.7830 -1.6394
C: -1.4226 0.7688 -0.4918
C: -0.4596 -0.1323 0.3201
O: 1.7314 1.5741 -0.3704
O: 2.0770 -0.7715 2.1808
O: 2.9183 -1.7549 2.7260
P: 1.3095 0.1997 -0.1809
H: -3.6123 1.3341 -0.2543
H: -3.4093 -0.3209 -0.0077
H: -2.7871 0.9251 1.1428
H: 1.3787 -1.8863 -1.5344
H: 1.5957 -0.0918 -2.5378
H: 2.8604 -0.8715 -1.7374
H: -0.9321 1.7443 -0.5270
H: -1.4279 0.3880 -1.4236
H: -0.6061 0.1672 1.2667
H: -0.5161 -1.1379 0.2353
H: 2.3557 0.0001 2.6735

Computed properties:
Orbital gap (alpha / beta), eV: 10.05 / 5.92
Energy, eV: -19751.533
LUMO (alpha / beta), Ha: -0.008 / -0.048



Record 5
11 unconnected molecules or ions with the total composition C41H112N14O14 in a non-equilibrium geometry, computed with ωB97M-V/def2-TZVPD.

Geometry (Å):
C: 0.1338 -21.6935 10.2941
O: 0.3191 -20.8672 9.3670
N: -0.6229 -22.8429 10.0574
N: 0.4872 -21.5041 11.6270
H: -0.9427 -23.0140 9.1260
H: -0.7581 -23.5060 10.7902
H: 0.2894 -22.2523 12.2583
H: 1.1675 -20.7862 11.8800
C: 4.1382 -22.6926 13.8280
O: 3.7470 -22.3825 14.9556
N: 3.6175 -22.1125 12.7080
N: 5.0695 -23.6929 13.6062
H: 2.9400 -21.3565 12.7939
H: 3.7597 -22.4822 11.7927
H: 5.2215 -23.9351 12.6478
H: 5.4207 -24.2467 14.3581
C: 2.0407 -19.1528 14.0928
O: 2.1149 -19.5759 12.8838
N: 1.5887 -17.8851 14.3878
N: 2.3972 -19.8834 15.2005
H: 1.6177 -17.5894 15.3708
H: 1.4247 -17.2176 13.6101
H: 2.7250 -20.8465 15.1944
H: 2.3798 -19.3897 16.0801
C: 12.4594 -17.0628 14.9566
O: 11.5672 -18.0943 15.2210
C: 11.9869 -19.3386 14.6927
C: 10.8490 -20.3312 14.7862
N: 9.6239 -19.8885 14.1184
C: 8.4973 -20.5792 14.7076
C: 7.1984 -20.3793 13.9566
O: 6.8420 -19.0192 14.2038
C: 5.5112 -18.7129 13.7989
H: 13.4760 -17.3821 15.2697
H: 12.3081 -16.1695 15.5573
H: 12.6508 -16.7842 13.9121
H: 12.7915 -19.7244 15.3349
H: 12.3604 -19.2413 13.6688
H: 10.6969 -20.6833 15.8125
H: 11.2708 -21.1742 14.2177
H: 9.5776 -18.8916 14.3084
H: 8.3010 -20.1989 15.7268
H: 8.6760 -21.6368 14.9220
H: 6.3628 -20.9957 14.3096
H: 7.3538 -20.5215 12.8794
H: 5.4790 -18.7944 12.7007
H: 5.3860 -17.6525 14.0099
H: 4.7507 -19.3540 14.2560
C: -6.2519 -26.0638 17.1906
O: -5.7328 -24.9609 16.5108
C: -5.5987 -25.1469 15.1199
C: -4.6796 -24.0878 14.5702
N: -3.3864 -24.0821 15.2295
C: -2.4399 -23.1844 14.5776
C: -1.0739 -23.2438 15.1923
O: -1.0922 -22.6585 16.4884
C: 0.1781 -22.4941 17.0532
H: -5.8806 -27.0235 16.8166
H: -7.3503 -26.1529 17.0735
H: -6.1490 -25.9084 18.2624
H: -6.5865 -25.0705 14.6482
H: -5.1659 -26.1307 14.8981
H: -5.1044 -23.0769 14.7092
H: -4.6227 -24.2361 13.4887
H: -3.4959 -23.9349 16.2214
H: -2.8108 -22.1604 14.7329
H: -2.4131 -23.4841 13.5310
H: -0.3178 -22.7411 14.5654
H: -0.7125 -24.2683 15.3719
H: 0.0594 -22.1794 18.0912
H: 0.6883 -21.6860 16.5172
H: 0.7842 -23.4066 17.0864
C: 6.9833 -12.0606 24.0019
O: 6.7414 -13.0575 23.0171
C: 5.8121 -12.5670 22.0764
C: 5.1583 -13.7422 21.3927
N: 5.9620 -14.5062 20.4394
C: 5.2557 -15.6878 19.9871
C: 5.9410 -16.3111 18.7835
O: 4.8799 -16.9976 18.0879
C: 5.3413 -17.7231 16.9633
H: 7.8959 -12.1968 24.5824
H: 6.1681 -12.1262 24.7310
H: 7.0500 -11.0789 23.5296
H: 6.2751 -11.9351 21.3061
H: 5.0250 -11.9648 22.5397
H: 4.3758 -13.2852 20.7682
H: 4.6688 -14.3753 22.1465
H: 6.7830 -14.8129 20.9640
H: 4.2713 -15.3819 19.6182
H: 5.0399 -16.4804 20.7192
H: 6.7218 -17.0402 19.0100
H: 6.2806 -15.5721 18.0556
H: 5.8595 -17.1117 16.2193
H: 4.5185 -18.3421 16.6072
H: 6.0835 -18.4947 17.2383
C: 3.4461 -20.9460 7.3206
C: 3.7560 -20.7484 8.8082
C: 5.2324 -20.4187 9.0442
O: 6.0334 -21.2145 8.1833
C: 7.3470 -20.7256 8.0901
N: 2.9277 -19.6202 9.2629
H: 2.4306 -21.3244 7.2112
H: 4.1505 -21.6404 6.8619
H: 3.5474 -20.0053 6.7770
H: 3.5036 -21.7075 9.2950
H: 5.5133 -20.5603 10.0929
H: 5.4385 -19.3693 8.7905
H: 8.0172 -21.4849 7.6931
H: 7.6790 -20.4787 9.1083
H: 7.4517 -19.8244 7.4756
H: 1.9153 -19.8408 9.1761
H: 3.0249 -19.6300 10.2884
C: 7.2637 -19.5184 21.1594
C: 7.9095 -20.6184 20.3418
C: 7.6044 -20.5416 18.8589
O: 6.2231 -20.8722 18.7013
C: 5.9147 -21.2055 17.3921
N: 9.3771 -20.4918 20.4939
H: 7.6875 -18.5730 20.8107
H: 7.3413 -19.6182 22.2397
H: 6.1953 -19.4714 20.9274
H: 7.5979 -21.6205 20.6567
H: 8.1418 -21.3663 18.3526
H: 7.8928 -19.6053 18.3625
H: 6.4692 -20.6635 16.6176
H: 4.8577 -21.2975 17.1587
H: 6.2686 -22.2341 17.1801
H: 9.8142 -21.3517 20.1770
H: 9.6287 -20.3720 21.4678
C: 4.2535 -14.8358 11.5533
C: 2.9269 -15.5785 11.5539
C: 1.9163 -14.9469 12.4889
O: 0.8143 -15.7988 12.7345
C: -0.1225 -15.2193 13.6083
N: 2.3539 -15.5216 10.1964
H: 4.7269 -14.8349 12.5369
H: 4.1392 -13.8176 11.1716
H: 4.9361 -15.2849 10.8285
H: 3.1258 -16.6252 11.8356
H: 1.6036 -14.0387 11.9567
H: 2.3885 -14.6511 13.4362
H: -0.2078 -14.1381 13.4719
H: 0.1278 -15.4193 14.6561
H: -1.0996 -15.6430 13.3820
H: 1.3450 -15.6623 10.1927
H: 2.6615 -16.3641 9.6983
C: 2.2889 -19.0269 19.1527
C: 1.3760 -18.0575 18.3906
C: 0.9826 -16.9409 19.3361
O: 0.0988 -16.0146 18.6958
C: -0.2076 -14.9961 19.5959
N: 2.1392 -17.5247 17.2358
H: 1.8735 -19.2151 20.1433
H: 3.2652 -18.5494 19.2691
H: 2.4703 -19.9661 18.6309
H: 0.5155 -18.6213 18.0246
H: 1.8274 -16.4611 19.8408
H: 0.3499 -17.4278 20.1006
H: -0.7319 -14.2427 19.0105
H: 0.6637 -14.4944 20.0388
H: -0.8134 -15.2593 20.4706
H: 1.6909 -16.6329 16.9918
H: 3.0620 -17.2029 17.5506
C: -1.5112 -18.8043 12.5770
C: -1.8985 -19.5877 13.8212
C: -1.4900 -18.9316 15.1253
O: -2.3683 -17.8632 15.4682
C: -2.0318 -17.3369 16.7294
N: -3.3739 -19.8181 13.7327
H: -1.6588 -19.3509 11.6473
H: -0.4702 -18.4895 12.6746
H: -2.1394 -17.9121 12.4727
H: -1.5157 -20.6106 13.7660
H: -0.4853 -18.5104 15.0225
H: -1.5534 -19.6724 15.9348
H: -1.7287 -18.1076 17.4480
H: -2.8498 -16.7658 17.1680
H: -1.1901 -16.6423 16.6076
H: -3.8436 -19.8928 14.6348
H: -3.7337 -18.9162 13.4153

Computed properties:
Structure (SMILES): COC[C@H](C)N.COC[C@H](C)N.COC[C@H](C)N.COC[C@H](C)N.COC[C@H](C)N.COCCNCCOC.COCCNCCOC.COCCNCCOC.NC(N)=O.NC(N)=O.NC(N)=O
Orbital gap, eV: 8.80
Energy, eV: -93856.477
LUMO, Ha: 0.017



Record 6
A single C4H5BN2O molecule in a non-equilibrium geometry, computed with ωB97M-V/def2-TZVPD.

Geometry (Å):
B: -1.8574 -0.3047 -0.2687
C: 0.5403 -0.9959 0.7928
C: 0.4100 0.8926 -0.6528
C: 2.3913 0.1408 0.0981
C: -0.2279 -0.1786 0.0376
N: 1.8668 -0.8065 0.8642
N: 1.7012 1.0760 -0.5508
O: -2.5987 0.6216 0.3201
H: -2.2969 -1.1803 -1.0366
H: 0.2692 -1.8532 1.2566
H: -0.2579 1.7948 -0.9850
H: 3.4484 0.2974 0.2679
H: -3.3886 0.4960 -0.1434

Computed properties:
Structure (SMILES): OBc1cncnc1
Orbital gap, eV: 9.91
Energy, eV: -9932.986
LUMO, Ha: 0.013



Record 7
A molecular structure, C24H26ClN3Pt in a non-equilibrium geometry, computed with ωB97M-V/def2-TZVPD.

Geometry (Å):
C: 4.6532 -2.8220 -2.1198
C: 4.1813 -3.2635 -3.5056
C: 5.8724 -1.9079 -2.2469
C: 4.9928 -4.0439 -1.2654
Cl: 3.3031 -1.8854 -1.2963
H: 6.7041 -2.4551 -2.7108
H: 6.1985 -1.5482 -1.2663
H: 5.6451 -1.0347 -2.8663
H: 4.9772 -3.8300 -4.0079
H: 3.9275 -2.4003 -4.1289
H: 3.2952 -3.9020 -3.4357
H: 5.8157 -4.6065 -1.7270
H: 4.1292 -4.7096 -1.1711
H: 5.2995 -3.7471 -0.2578
C: -0.9389 1.4615 -2.0445
C: 0.2721 1.7820 -1.3279
C: 1.1437 0.5804 -1.3881
H: 0.6679 2.7716 -1.0999
C: 0.3569 -0.4522 -2.0728
C: -0.8682 0.1149 -2.4730
H: -1.6062 -0.3759 -3.1068
H: -1.7210 2.1710 -2.3104
H: 2.2261 0.6396 -1.3145
H: 0.7268 -1.4507 -2.2977
C: -0.1872 -1.2427 1.8955
C: -0.0864 -0.0469 2.6918
C: 1.2531 0.4823 2.5443
H: -0.8468 0.3066 3.3849
C: 1.9703 -0.3890 1.6378
C: 1.0748 -1.4562 1.2487
H: 1.3286 -2.3149 0.6344
H: -1.0654 -1.8789 1.8169
H: 1.6401 1.3779 3.0304
H: 3.0120 -0.2817 1.3365
Pt: 0.2476 0.5768 0.5027
N: -9.8028 1.9572 4.0775
C: -8.7161 2.0020 3.6436
C: -7.3763 2.0860 3.1247
C: -6.4633 1.0462 3.3516
C: -5.1775 1.1032 2.8071
C: -4.8032 2.2237 2.0498
C: -5.6897 3.2886 1.8409
C: -6.9622 3.2325 2.4267
N: -3.4941 2.2958 1.5240
C: -2.9105 3.3813 0.8511
C: -1.6350 3.0252 0.5447
N: -1.4392 1.7133 0.9536
C: -2.5555 1.3157 1.5848
H: -6.7519 0.1921 3.9615
H: -4.4778 0.2895 2.9862
H: -5.3878 4.1518 1.2336
H: -7.6306 4.0893 2.3375
H: -3.4511 4.2896 0.6276
H: -0.8833 3.5969 0.0302
H: -2.7432 0.3589 2.0556

Computed properties:
Net charge: +2
2S+1: 5
Orbital gap (alpha / beta), eV: 4.75 / 2.81
Energy, eV: -45527.601
LUMO (alpha / beta), Ha: -0.272 / -0.413



Record 8
A single C5H12NO2P molecule in a non-equilibrium geometry, computed with ωB97M-V/def2-TZVPD.

Geometry (Å):
C: -1.3958 -1.2893 -0.3368
C: -1.6058 -0.5662 -1.4270
C: -1.0830 -0.6908 1.0366
C: -1.4812 0.8276 1.1007
C: 3.0468 0.5307 -0.8872
N: 1.7717 0.3085 -0.3693
O: 2.5844 -1.9459 0.7958
O: 0.2589 -0.9672 1.2573
P: 1.4249 -1.2218 0.1405
H: -0.6899 -2.0976 -0.5572
H: 1.0042 -1.7654 -0.9397
H: -2.3888 0.1922 -1.4744
H: -1.3594 -1.0760 -2.3372
H: -1.4896 -1.1572 1.9060
H: -1.6322 1.0494 2.0889
H: -2.4440 1.1117 0.5434
H: -0.5728 1.4141 0.8901
H: 3.1497 0.8510 -1.9778
H: 3.5187 1.3766 -0.2029
H: 3.5483 -0.3850 -0.8545
H: 1.0345 0.9186 -0.7744

Computed properties:
Structure (SMILES): C=C[C@H](C)O[P@H](=O)NC
Orbital gap, eV: 10.17
Energy, eV: -20251.928
LUMO, Ha: 0.020



Record 9
A molecular structure, C18H18F3N2O3PtSe, computed with ωB97M-V/def2-TZVPD.

Geometry (Å):
Pt: -1.0967 0.3346 1.1865
F: -2.4467 3.8667 4.8472
C: -1.8687 3.7498 3.6520
F: -0.5838 4.0962 3.7788
F: -2.4539 4.6367 2.8251
C: -2.0423 2.3203 3.0796
O: -2.9148 1.6071 3.5217
O: -1.2065 2.1037 2.1322
Se: -3.4531 -0.0834 1.2382
C: -3.6380 -0.8355 -0.5191
C: -4.1141 -2.1268 -0.6988
C: -4.1900 -2.6323 -1.9897
N: -3.8560 -1.9428 -3.0779
C: -3.4337 -0.6928 -2.8948
C: -3.2976 -0.0994 -1.6494
H: -4.4101 -2.7382 0.1437
H: -4.5435 -3.6443 -2.1545
H: -3.1780 -0.1376 -3.7912
H: -2.9284 0.9148 -1.5626
C: 4.1391 -0.0221 0.1019
C: 3.5409 0.7958 1.2535
C: 4.1020 0.2902 2.5893
C: 3.8989 2.2771 1.0751
C: 2.0766 0.6466 1.2562
C: 0.8720 0.5192 1.2601
H: 5.2267 0.0781 0.0941
H: 3.7556 0.3273 -0.8589
H: 3.8886 -1.0785 0.2087
H: 5.1889 0.3990 2.6017
H: 3.8553 -0.7613 2.7385
H: 3.6848 0.8592 3.4200
H: 4.9841 2.4020 1.0797
H: 3.4745 2.8744 1.8818
H: 3.5098 2.6583 0.1300
O: -0.8323 -1.4652 0.2617
N: -0.4100 -1.5543 -0.9941
C: -0.6472 -2.7385 -1.5885
C: -0.2713 -2.9533 -2.8916
C: 0.3631 -1.9407 -3.5972
C: 0.5976 -0.7366 -2.9600
C: 0.1978 -0.5536 -1.6506
H: -1.1577 -3.4547 -0.9631
H: -0.4915 -3.9085 -3.3446
H: 0.6647 -2.0903 -4.6241
H: 1.0888 0.0834 -3.4635
H: 0.3559 0.3502 -1.0829

Computed properties:
2S+1: 2
Orbital gap (alpha / beta), eV: 8.07 / 6.02
Energy, eV: -104823.107
LUMO (alpha / beta), Ha: -0.023 / -0.100



Record 10
A molecular structure, C9H13N4 in a non-equilibrium geometry, computed with ωB97M-V/def2-TZVPD.

Geometry (Å):
C: -1.7393 0.3266 -2.2297
C: 1.4785 2.4532 -0.0724
C: -0.6020 1.4231 -0.9849
C: 2.2685 -0.8615 -1.0084
C: -2.0677 -0.5603 1.8161
C: 0.0659 2.5820 -0.2598
C: 1.1575 -1.5434 -0.2357
C: -0.9586 -1.3546 1.1034
C: 0.1817 -0.6312 0.4111
N: 2.5701 2.6364 0.2342
N: -1.4976 1.5619 -2.0517
N: -1.1527 -0.6020 -1.5678
N: -0.4701 0.1339 -0.6722
H: 1.9569 -0.1017 -1.6364
H: 2.9318 -0.5681 -0.1143
H: 2.6796 -1.5372 -1.5975
H: -1.8629 0.4160 2.2501
H: -2.9962 -0.4197 1.1500
H: -2.4296 -1.2194 2.5576
H: 0.0354 3.3652 -0.9032
H: -0.3648 2.9604 0.6559
H: 1.6059 -2.1510 0.5596
H: 0.6021 -2.2952 -0.7988
H: -0.6756 -2.0397 1.8786
H: -1.3384 -2.0706 0.3461
H: 0.6217 0.0968 1.1703

Computed properties:
Net charge: +1
Orbital gap, eV: 6.30
Energy, eV: -15490.473
LUMO, Ha: -0.332